Entry 1:
ORCA calculation (wB97M-V/def2-TZVPD) on a molecular structure, C10H16Cl2N2Pb.

The LUMO energy (spin up / spin down) is -1.3 / -1.4 eV. The HOMO-LUMO gap (spin up / spin down) comes out at 5.34 / 4.68 eV. The relative energy (zero: lowest compared OMol25 entry of this formula, charge and spin) is 112.6 kcal/mol.

Last column: Mulliken charge in e.
Cartesian coordinates (Å):
Pb (1.3266, 0.0356, 0.2283)  0.989
Cl (1.3850, -2.3552, 0.3830)  -0.502
Cl (2.3400, 1.1054, 2.1305)  -0.475
C (3.2106, 0.3076, -0.5452)  -1.283
H (3.4864, 1.3866, -0.7534)  0.417
H (3.4572, -0.4375, -1.3666)  0.384
C (-0.3422, 1.4294, -1.1846)  -0.836
C (0.6744, 0.6476, -1.5825)  0.480
H (-0.1602, 2.2502, -0.4102)  0.432
C (0.5790, -0.6367, -2.5102)  -0.825
H (1.7718, 1.1651, -1.8329)  0.534
C (-0.5185, -0.3255, -3.5222)  -0.763
H (1.5691, -0.7581, -2.9703)  0.327
H (0.3715, -1.5813, -1.9494)  0.344
C (-1.7978, 0.0955, -2.7904)  -0.753
H (-0.1749, 0.4616, -4.1996)  0.346
H (-0.6730, -1.1919, -4.1732)  0.372
C (-1.7192, 1.1697, -1.6686)  -0.558
H (-2.5139, 0.4562, -3.5190)  0.345
H (-2.1911, -0.8189, -2.3410)  0.306
H (-2.1173, 2.1203, -2.0181)  0.387
H (-2.2941, 0.8530, -0.7942)  0.294
N (-0.3037, -1.5226, 3.4365)  -0.004
C (-0.6877, -1.4239, 4.7329)  -0.203
C (-0.9420, -0.0821, 4.9561)  -0.555
C (-0.6687, 0.5661, 3.7432)  -0.343
N (-0.3140, -0.3171, 2.7854)  -0.142
H (0.0171, -2.3397, 2.9102)  0.192
H (-0.7790, -2.2910, 5.4011)  0.399
H (-1.2992, 0.3945, 5.8867)  0.318
H (-0.6924, 1.6370, 3.5376)  0.376

Entry 2:
ORCA calculation (wB97M-V/def2-TZVPD) on a molecular structure, C12H21AuB2F4N4O5.

The LUMO energy is -7.6 eV. Its net charge is +2. The HOMO-LUMO gap comes out at 8.51 eV. The relative energy (zero: lowest compared OMol25 entry of this formula, charge and spin) is 45.1 kcal/mol.

Last column: Mulliken charge in e.
Cartesian coordinates (Å):
Au (0.1190, 0.9472, 0.8995)  1.019
C (-1.6835, -1.1953, 4.0707)  -1.540
C (-1.3341, -0.4046, 2.8644)  0.629
N (-0.1191, -0.2364, 2.4667)  0.097
O (0.9470, -0.6978, 3.0883)  -0.432
B (2.1867, -0.9086, 2.1761)  0.535
F (3.0875, -1.5680, 2.8908)  -0.270
F (1.7265, -1.4786, 0.9877)  -0.154
O (2.8048, 0.4681, 1.7928)  -0.422
N (2.1010, 1.1276, 0.8931)  0.142
C (2.5823, 2.0175, 0.0935)  0.550
C (4.0248, 2.3623, 0.0537)  -1.602
C (1.5500, 2.6808, -0.7711)  0.648
N (0.3497, 2.2462, -0.5853)  0.074
O (-0.7080, 2.7508, -1.1944)  -0.399
B (-1.9136, 1.7835, -1.2718)  0.464
F (-1.3924, 0.5416, -1.6750)  -0.158
F (-2.8275, 2.3423, -2.0575)  -0.284
O (-2.5627, 1.5862, 0.1111)  -0.444
N (-1.8591, 0.8765, 0.9795)  0.071
C (-2.3584, 0.2573, 1.9920)  0.666
C (-3.8119, 0.2215, 2.2754)  -1.557
C (1.8442, 3.7619, -1.7425)  -1.452
H (-0.7846, -1.5045, 4.5943)  0.431
H (-2.3118, -0.6092, 4.7437)  0.406
H (-2.2549, -2.0811, 3.7829)  0.359
H (4.5905, 1.6970, 0.6984)  0.423
H (4.4150, 2.3060, -0.9634)  0.419
H (4.1649, 3.3913, 0.3967)  0.372
H (-4.3793, 0.5102, 1.3953)  0.439
H (-4.1210, -0.7650, 2.6183)  0.415
H (-4.0415, 0.9328, 3.0748)  0.357
H (2.8962, 3.7900, -2.0132)  0.422
H (1.2249, 3.6428, -2.6308)  0.400
H (1.5768, 4.7293, -1.3072)  0.329
C (1.0611, -1.4807, -2.0424)  -0.776
C (-0.1441, -2.1876, -1.4847)  0.550
C (-1.5824, -2.6110, -3.2303)  -0.487
C (-0.3594, -3.6555, -2.2472)  -1.000
O (-0.8015, -1.9266, -0.5571)  -0.323
H (1.2984, -1.8038, -3.0518)  0.462
H (1.8979, -1.7144, -1.3788)  0.350
H (0.8554, -0.4119, -2.0050)  0.017
H (-1.2435, -2.8538, -4.2272)  0.415
H (-1.5393, -1.5707, -2.9238)  0.139
H (-2.4691, -3.1356, -2.9003)  0.403
H (0.0970, -3.9239, -3.1936)  0.445
H (-1.1949, -4.3102, -2.0007)  0.412
H (0.3959, -3.9356, -1.4846)  0.436

Entry 3:
ORCA calculation (wB97M-V/def2-TZVPD) on a single C3H9N molecule.

The LUMO energy is 1.3 eV. The HOMO-LUMO gap comes out at 10.23 eV. The relative energy (zero: lowest compared OMol25 entry of this formula, charge and spin) is 30.5 kcal/mol.

Last column: Mulliken charge in e.
Cartesian coordinates (Å):
C (-1.7378, 0.1110, -0.0670)  -0.999
C (-0.3714, -0.5309, -0.0063)  -0.429
C (0.7763, 0.5132, 0.0632)  -0.410
H (-2.6298, -0.6366, 0.2069)  0.291
H (-2.0257, 0.2637, -1.3135)  0.214
H (-1.8552, 1.0547, 0.5354)  0.286
H (-0.2501, -1.2773, -0.7474)  0.380
H (-0.3014, -1.0650, 0.9518)  0.272
H (0.7109, 0.9971, 1.1373)  0.194
H (0.5316, 1.3372, -0.7016)  0.338
H (2.2930, -0.8771, 0.5681)  0.211
H (2.8753, 0.2976, -0.4311)  0.211
N (1.9844, -0.1876, -0.1957)  -0.558

Entry 4:
ORCA calculation (wB97M-V/def2-TZVPD) on 3 unconnected molecules or ions with the total composition C5H8O2.

The LUMO energy is 0.6 eV. The HOMO-LUMO gap comes out at 9.81 eV. The relative energy (zero: lowest compared OMol25 entry of this formula, charge and spin) is 111.1 kcal/mol.

Last column: Mulliken charge in e.
Cartesian coordinates (Å):
C (-1.7699, 0.1192, 0.8606)  -0.473
C (-1.6640, -0.4946, -0.5037)  -0.365
O (0.5933, 1.1341, -1.5286)  -0.373
C (0.9282, 1.8034, -0.5820)  -0.203
C (1.8901, -1.0510, -0.0806)  -0.233
O (1.5190, -0.9453, 1.0624)  -0.387
C (-1.3678, -1.2721, 0.4851)  -0.163
H (-1.0034, 0.8240, 1.2075)  0.076
H (-2.7528, 0.3052, 1.3038)  0.219
H (-1.7374, -0.3064, -1.5629)  0.350
H (0.2757, 2.5791, -0.1425)  0.304
H (1.9117, 1.6673, -0.0942)  0.269
H (1.2484, -1.4655, -0.8778)  0.252
H (2.9008, -0.7180, -0.3928)  0.354
H (-1.0066, -2.2132, 0.8671)  0.372

| no. | calculated total energy (a.u.) |
| --- | --- |
| 1 | -1613.08810 |
| 2 | -1649.40367 |
| 3 | -174.40447 |
| 4 | -345.62797 |